P | {"formula": "C28H76O10", "method": "the ωB97M-V functional and the def2-TZVPD basis", "symbols": ["C", "C", "C", "O", "H", "H", "H", "H", "H", "H", "H", "H", "C", "C", "C", "O", "H", "H", "H", "H", "H", "H", "H", "H", "C", "C", "C", "O", "H", "H", "H", "H", "H", "H", "H", "H", "C", "C", "C", "O", "H", "H", "H", "H", "H", "H", "H", "H", "C", "C", "C", "O", "H", "H", "H", "H", "H", "H", "H", "H", "C", "C", "C", "O", "H", "H", "H", "H", "H", "H", "H", "H", "C", "C", "C", "O", "H", "H", "H", "H", "H", "H", "H", "H", "C", "C", "C", "O", "H", "H", "H", "H", "H", "H", "H", "H", "C", "C", "O", "H", "H", "H", "H", "H", "H", "C", "C", "O", "H", "H", "H", "H", "H", "H"], "coordinates": [[-3.83, -4.55, 2.63], [-3.51, -4.56, 1.15], [-3.09, -3.15, 0.73], [-2.50, -5.44, 0.99], [-2.89, -4.34, 3.15], [-4.29, -5.44, 3.05], [-4.41, -3.68, 2.94], [-4.38, -4.88, 0.59], [-4.03, -2.59, 0.71], [-2.59, -3.18, -0.24], [-2.42, -2.67, 1.45], [-2.21, -5.41, 0.07], [0.70, -6.07, -2.27], [-0.30, -5.12, -1.55], [-0.30, -3.75, -2.18], [-1.58, -5.55, -1.78], [0.79, -7.04, -1.78], [1.78, -5.96, -2.23], [0.53, -6.31, -3.32], [-0.30, -5.21, -0.46], [-1.07, -3.08, -1.81], [-0.40, -3.81, -3.26], [0.71, -3.36, -2.07], [-1.57, -6.44, -2.13], [-2.72, -1.30, 4.73], [-2.59, 0.20, 4.83], [-2.05, 0.90, 3.59], [-3.88, 0.77, 5.05], [-3.18, -1.67, 3.82], [-3.25, -1.74, 5.58], [-1.77, -1.84, 4.71], [-2.02, 0.35, 5.75], [-1.73, 1.91, 3.84], [-2.76, 0.97, 2.77], [-1.20, 0.28, 3.30], [-4.47, 0.66, 4.30], [-2.86, -0.27, -3.41], [-4.10, -0.03, -2.52], [-3.90, 0.96, -1.37], [-5.15, 0.50, -3.28], [-2.43, 0.54, -4.00], [-3.18, -1.01, -4.15], [-2.09, -0.70, -2.77], [-4.40, -0.98, -2.08], [-3.81, 1.96, -1.78], [-3.08, 0.72, -0.70], [-4.82, 0.85, -0.79], [-5.45, -0.20, -3.87], [3.43, 4.86, 0.32], [4.55, 4.11, 1.06], [4.19, 3.33, 2.28], [5.10, 3.30, 0.07], [2.74, 4.23, -0.25], [3.91, 5.52, -0.40], [2.89, 5.50, 1.02], [5.21, 4.84, 1.53], [5.07, 2.81, 2.65], [3.40, 2.59, 2.18], [3.85, 4.00, 3.07], [4.60, 2.49, -0.06], [0.25, 5.37, -2.65], [0.50, 3.97, -3.15], [-0.83, 3.26, -3.16], [1.04, 4.04, -4.48], [1.13, 5.88, -2.25], [-0.49, 5.42, -1.85], [-0.12, 5.97, -3.48], [1.17, 3.46, -2.46], [-1.59, 3.76, -3.76], [-1.34, 3.28, -2.20], [-0.79, 2.26, -3.61], [1.07, 3.18, -4.90], [3.31, -4.48, 0.84], [3.50, -3.11, 1.56], [2.29, -2.14, 1.53], [3.79, -3.46, 2.92], [4.22, -5.08, 0.83], [3.12, -4.37, -0.22], [2.43, -5.04, 1.17], [4.38, -2.65, 1.13], [2.19, -1.68, 0.54], [2.54, -1.37, 2.26], [1.35, -2.60, 1.85], [2.95, -3.77, 3.28], [2.89, 0.23, -2.43], [4.12, 0.12, -1.58], [5.37, 0.72, -2.13], [3.85, 0.66, -0.31], [2.04, -0.29, -1.98], [3.04, -0.31, -3.37], [2.53, 1.25, -2.53], [4.33, -0.94, -1.41], [6.13, 0.61, -1.35], [5.21, 1.78, -2.32], [5.69, 0.18, -3.02], [2.96, 0.37, -0.07], [-0.58, -0.34, -0.05], [-0.46, 1.22, -0.05], [0.93, 1.61, -0.07], [-1.53, -0.75, -0.37], [-0.46, -0.73, 0.96], [0.18, -0.76, -0.70], [-0.97, 1.63, 0.81], [-0.93, 1.63, -0.95], [0.87, 2.49, 0.32], [-2.25, 4.33, 1.94], [-1.01, 5.05, 1.42], [0.06, 4.09, 1.41], [-3.06, 5.06, 1.99], [-2.22, 3.93, 2.95], [-2.43, 3.55, 1.20], [-0.85, 5.93, 2.05], [-1.14, 5.44, 0.41], [0.72, 4.37, 2.05]], "lowdin_charge": [-0.058, -0.541, -0.041, -0.027, 0.078, 0.082, 0.069, 0.138, 0.084, 0.056, 0.072, 0.040, -0.043, -0.483, -0.044, -0.068, 0.075, 0.070, 0.085, 0.132, 0.055, 0.090, 0.076, 0.105, -0.068, -0.474, -0.053, -0.065, 0.057, 0.085, 0.078, 0.140, 0.069, 0.083, 0.074, 0.083, -0.037, -0.493, -0.038, -0.044, 0.068, 0.073, 0.058, 0.128, 0.084, 0.046, 0.080, 0.090, -0.048, -0.508, -0.069, -0.048, 0.066, 0.079, 0.068, 0.135, 0.088, 0.074, 0.077, 0.044, -0.050, -0.478, -0.074, -0.040, 0.077, 0.061, 0.089, 0.116, 0.091, 0.064, 0.070, 0.082, -0.059, -0.446, -0.042, -0.062, 0.077, 0.056, 0.073, 0.132, 0.053, 0.084, 0.076, 0.081, -0.039, -0.517, -0.043, -0.063, 0.055, 0.087, 0.081, 0.128, 0.091, 0.087, 0.088, 0.051, -0.061, -0.267, -0.085, 0.038, 0.057, 0.051, 0.086, 0.073, 0.037, -0.077, -0.281, -0.092, 0.076, 0.063, 0.064, 0.113, 0.097, 0.085], "homo_energy_ev": -9.6, "total_charge": 0, "homo_lumo_gap_ev": 10.0, "spin_multiplicity": 1}


Q | {"formula": "C28H76O10", "method": "the ωB97M-V functional and the def2-TZVPD basis", "symbols": ["C", "C", "C", "O", "H", "H", "H", "H", "H", "H", "H", "H", "C", "C", "C", "O", "H", "H", "H", "H", "H", "H", "H", "H", "C", "C", "C", "O", "H", "H", "H", "H", "H", "H", "H", "H", "C", "C", "C", "O", "H", "H", "H", "H", "H", "H", "H", "H", "C", "C", "C", "O", "H", "H", "H", "H", "H", "H", "H", "H", "C", "C", "C", "O", "H", "H", "H", "H", "H", "H", "H", "H", "C", "C", "C", "O", "H", "H", "H", "H", "H", "H", "H", "H", "C", "C", "C", "O", "H", "H", "H", "H", "H", "H", "H", "H", "C", "C", "C", "O", "H", "H", "H", "H", "H", "H", "H", "H", "C", "O", "H", "H", "H", "H"], "coordinates": [[2.26, -1.40, 3.40], [2.91, -0.44, 2.36], [2.98, -1.16, 1.02], [2.27, 0.61, 2.19], [2.81, -2.39, 3.39], [1.27, -1.64, 2.98], [2.15, -0.95, 4.35], [3.94, -0.25, 2.72], [1.99, -1.41, 0.57], [3.48, -2.11, 1.14], [3.52, -0.55, 0.34], [2.82, 1.28, 1.83], [-2.30, 2.13, 1.77], [-1.10, 2.99, 1.87], [-1.31, 3.95, 2.96], [-0.04, 2.43, 2.21], [-2.79, 1.94, 2.73], [-2.09, 1.12, 1.35], [-3.01, 2.59, 1.10], [-0.92, 3.57, 0.94], [-1.57, 3.51, 3.88], [-2.06, 4.71, 2.74], [-0.47, 4.56, 3.27], [-0.12, 1.72, 2.81], [2.32, 4.63, -2.87], [1.03, 3.86, -2.99], [0.54, 3.27, -1.71], [0.10, 4.59, -3.39], [2.96, 3.83, -2.42], [2.25, 5.46, -2.15], [2.71, 4.94, -3.91], [1.21, 3.08, -3.72], [1.38, 2.76, -1.23], [-0.29, 2.62, -1.90], [0.32, 4.08, -0.99], [-0.27, 5.16, -2.66], [-2.11, -0.55, -2.87], [-2.79, -1.68, -2.14], [-2.69, -2.87, -3.06], [-2.32, -1.95, -1.01], [-1.09, -0.77, -3.09], [-2.09, 0.31, -2.27], [-2.60, -0.25, -3.81], [-3.82, -1.34, -2.00], [-1.74, -3.07, -3.49], [-3.46, -2.79, -3.86], [-2.83, -3.82, -2.49], [-1.39, -2.11, -1.09], [-0.51, -0.16, 6.29], [-0.45, 0.92, 5.23], [0.78, 1.80, 5.39], [-0.33, 0.51, 4.08], [-1.18, -0.93, 6.01], [-0.81, 0.23, 7.20], [0.43, -0.72, 6.44], [-1.35, 1.49, 5.32], [1.12, 2.05, 6.36], [0.60, 2.76, 4.93], [1.69, 1.35, 4.97], [-1.10, 0.05, 3.75], [1.72, 0.13, -3.34], [3.09, -0.13, -2.78], [3.66, 1.07, -2.14], [3.00, -1.02, -1.91], [1.42, -0.67, -4.03], [1.67, 1.13, -3.70], [1.00, 0.07, -2.45], [3.85, -0.56, -3.52], [3.74, 1.93, -2.86], [4.66, 0.95, -1.83], [3.15, 1.34, -1.20], [3.78, -1.61, -1.98], [1.17, -3.18, -3.67], [0.97, -3.61, -2.20], [2.12, -4.50, -1.74], [0.76, -2.68, -1.34], [2.14, -2.65, -3.87], [0.25, -2.57, -3.86], [1.09, -4.01, -4.43], [0.06, -4.31, -2.17], [2.50, -5.11, -2.57], [1.80, -5.26, -1.02], [2.99, -4.01, -1.31], [1.43, -2.01, -1.45], [-2.96, 2.66, -1.56], [-4.48, 2.79, -1.49], [-5.16, 1.70, -2.30], [-5.00, 2.80, -0.34], [-2.57, 2.72, -2.60], [-2.51, 1.82, -1.01], [-2.33, 3.43, -0.99], [-4.78, 3.76, -1.92], [-4.82, 1.80, -3.31], [-6.25, 1.74, -2.43], [-4.96, 0.72, -1.90], [-4.92, 3.67, 0.01], [-0.95, -4.51, 0.88], [0.21, -3.89, 1.65], [0.28, -4.47, 3.00], [1.28, -3.91, 1.05], [-0.80, -4.35, -0.16], [-1.87, -4.02, 1.15], [-1.26, -5.47, 1.20], [-0.11, -2.90, 1.65], [0.83, -5.39, 3.01], [-0.63, -4.81, 3.36], [0.71, -3.74, 3.66], [1.12, -3.60, 0.18], [0.07, 0.26, -0.04], [-0.10, -0.39, 1.18], [1.12, 0.49, -0.30], [-0.32, 1.31, -0.01], [-0.36, -0.38, -0.82], [0.64, -0.15, 1.79]], "lowdin_charge": [-0.010, -0.593, -0.037, 0.023, 0.111, 0.063, 0.055, 0.153, 0.073, 0.086, 0.054, 0.126, -0.026, -0.641, -0.061, 0.013, 0.095, 0.089, 0.047, 0.133, 0.059, 0.087, 0.082, 0.035, -0.039, -0.688, -0.048, 0.007, 0.056, 0.090, 0.116, 0.127, 0.071, 0.061, 0.100, 0.141, -0.043, -0.632, -0.037, 0.043, 0.050, 0.026, 0.105, 0.140, 0.034, 0.098, 0.095, 0.071, -0.017, -0.621, -0.004, -0.003, 0.066, 0.057, 0.099, 0.131, 0.061, 0.071, 0.088, 0.144, -0.001, -0.656, -0.046, -0.045, 0.068, 0.052, 0.093, 0.175, 0.097, 0.068, 0.081, 0.163, -0.036, -0.581, -0.038, -0.029, 0.082, 0.065, 0.098, 0.157, 0.081, 0.082, 0.084, 0.071, -0.061, -0.610, -0.031, 0.027, 0.093, 0.056, 0.084, 0.144, 0.066, 0.084, 0.069, 0.104, -0.006, -0.675, -0.015, 0.039, 0.052, 0.084, 0.070, 0.105, 0.088, 0.059, 0.065, 0.037, -0.167, -0.118, 0.065, 0.069, 0.059, 0.046], "homo_energy_ev": -8.7, "total_charge": 0, "homo_lumo_gap_ev": 9.0, "spin_multiplicity": 1}


Short version: P is the most stable of them.


P | {"formula": "C7H8O4", "method": "the ωB97M-V functional and the def2-TZVPD basis", "symbols": ["C", "O", "C", "C", "O", "C", "C", "O", "C", "C", "O", "H", "H", "H", "H", "H", "H", "H", "H"], "coordinates": [[-1.58, -2.31, 0.00], [-0.16, -2.02, 0.07], [0.20, -0.71, 0.02], [0.04, 0.07, -1.09], [-0.40, -0.46, -2.22], [0.54, 1.40, -1.01], [0.90, 1.98, 0.19], [1.22, 3.32, 0.28], [1.12, 1.19, 1.34], [0.71, -0.18, 1.19], [0.76, -1.07, 2.26], [-1.87, -2.97, 0.74], [-1.93, -2.81, -0.97], [-2.01, -1.28, 0.05], [-0.82, 0.28, -2.71], [0.52, 1.99, -1.98], [0.82, 3.82, -0.44], [1.53, 1.61, 2.34], [0.39, -1.86, 1.93]], "lowdin_charge": [-0.026, -0.099, -0.238, -0.289, 0.095, 0.025, -0.329, 0.034, 0.074, -0.192, 0.078, 0.054, 0.113, 0.114, 0.127, 0.141, 0.103, 0.157, 0.057], "homo_energy_ev": -8.4, "total_charge": 0, "homo_lumo_gap_ev": 9.0, "spin_multiplicity": 1}


Q | {"formula": "C7H8O4", "method": "the ωB97M-V functional and the def2-TZVPD basis", "symbols": ["C", "C", "C", "C", "C", "C", "C", "O", "O", "O", "O", "H", "H", "H", "H", "H", "H", "H", "H"], "coordinates": [[1.78, 0.20, 0.05], [1.18, 1.59, 0.09], [-1.02, -0.65, -0.32], [-0.09, 1.69, -0.40], [-0.04, -1.31, 0.58], [-1.13, 2.52, 0.36], [0.47, -2.62, -0.15], [2.65, -0.27, -0.64], [-1.96, -1.31, -0.67], [1.12, -0.49, 1.10], [-0.78, 0.51, -0.99], [0.30, 2.28, -1.38], [-0.34, -1.62, 1.58], [-1.84, 2.92, -0.27], [-0.58, 3.43, 0.92], [-1.63, 1.88, 1.13], [-0.18, -2.72, -1.03], [0.50, -3.53, 0.57], [1.57, -2.48, -0.52]], "lowdin_charge": [-0.469, 0.227, -0.462, -0.390, -0.186, -0.017, -0.005, 0.140, 0.137, -0.018, 0.046, 0.243, 0.156, 0.043, 0.146, 0.106, 0.079, 0.115, 0.108], "homo_energy_ev": -9.8, "total_charge": 0, "homo_lumo_gap_ev": 8.7, "spin_multiplicity": 1}


Short version: P is the most stable of them.


P | {"formula": "CH6NS", "method": "the ωB97M-V functional and the def2-TZVPD basis", "symbols": ["S", "H", "C", "N", "H", "H", "H", "H", "H"], "coordinates": [[1.36, -3.13, 1.02], [0.33, -2.45, 1.54], [0.00, 1.25, -0.66], [-0.89, 0.21, -0.13], [-0.41, 2.19, -0.32], [-0.02, 1.23, -1.75], [1.00, 1.23, -0.24], [-0.57, -0.73, -0.34], [-0.80, 0.20, 0.88]], "lowdin_charge": [-0.415, -0.533, -0.212, -0.081, 0.049, 0.057, 0.062, 0.028, 0.046], "homo_energy_ev": -2.5, "total_charge": -1, "homo_lumo_gap_ev": 6.5, "spin_multiplicity": 1}


Q | {"formula": "CH6NS", "method": "the ωB97M-V functional and the def2-TZVPD basis", "symbols": ["S", "H", "C", "N", "H", "H", "H", "H", "H"], "coordinates": [[-1.84, -0.02, 0.01], [-1.86, 1.12, -0.69], [1.87, 0.63, 0.02], [1.65, -0.83, 0.06], [2.76, 0.87, -0.56], [2.02, 0.98, 1.04], [1.02, 1.19, -0.39], [0.76, -0.93, 0.55], [1.36, -1.11, -0.87]], "lowdin_charge": [-0.308, -0.484, -0.248, -0.105, 0.048, 0.056, 0.031, -0.025, 0.035], "homo_energy_ev": -2.7, "total_charge": -1, "homo_lumo_gap_ev": 7.1, "spin_multiplicity": 1}


R | {"formula": "CH6NS", "method": "the ωB97M-V functional and the def2-TZVPD basis", "symbols": ["N", "H", "H", "H", "C", "S", "H", "H", "H"], "coordinates": [[1.13, 0.35, 1.63], [0.42, -0.17, 1.11], [0.88, 1.32, 1.77], [1.92, 0.34, 0.98], [-0.86, -0.22, -1.15], [-0.25, -1.84, -0.53], [-0.15, 0.49, -1.57], [-1.48, 0.16, -0.33], [-1.63, -0.43, -1.91]], "lowdin_charge": [-0.024, -0.116, -0.027, -0.007, -0.734, -0.011, -0.013, -0.033, -0.034], "homo_energy_ev": -2.2, "total_charge": -1, "homo_lumo_gap_ev": 6.8, "spin_multiplicity": 1}


Short version: Q is the most stable of them.


P | {"formula": "CH6NS", "method": "the ωB97M-V functional and the def2-TZVPD basis", "symbols": ["S", "H", "C", "N", "H", "H", "H", "H", "H"], "coordinates": [[2.73, -0.34, 0.10], [2.36, -1.51, -0.46], [-0.84, 0.53, 0.55], [-0.91, 0.01, -0.83], [0.13, 0.31, 1.00], [-0.99, 1.61, 0.53], [-1.65, 0.10, 1.14], [-0.81, -1.00, -0.77], [-0.02, 0.28, -1.26]], "lowdin_charge": [-0.314, -0.487, -0.247, -0.098, -0.015, 0.054, 0.053, 0.038, 0.016], "homo_energy_ev": -2.6, "total_charge": -1, "homo_lumo_gap_ev": 7.2, "spin_multiplicity": 1}


Q | {"formula": "CH6NS", "method": "the ωB97M-V functional and the def2-TZVPD basis", "symbols": ["N", "H", "H", "H", "C", "S", "H", "H", "H"], "coordinates": [[-1.93, 1.41, -0.16], [-1.33, 0.64, -0.40], [-1.61, 2.21, -0.60], [-1.98, 1.51, 0.85], [1.42, -1.07, -0.04], [0.38, -1.27, 1.50], [1.30, -0.10, -0.46], [1.23, -1.93, -0.71], [2.51, -1.38, 0.03]], "lowdin_charge": [0.019, -0.033, -0.052, 0.003, -0.752, -0.095, -0.052, -0.030, -0.008], "homo_energy_ev": -2.1, "total_charge": -1, "homo_lumo_gap_ev": 6.6, "spin_multiplicity": 1}


Short version: P is the most stable of them.